[1]
Here is 2 unconnected molecules or ions with the total composition C42H55Si4 in a non-equilibrium geometry from the OMol25 dataset. Energies are from wB97M-V/def2-TZVPD.

Computed properties:
HOMO-LUMO gap: 5.3 eV
E_LUMO: -0.1977 hartree

ORCA input file:
```
! RIJCOSX wB97M-V def2-TZVPD def2/J DEFGRID3
* xyz 1 1
Si 0.633 -2.167 3.037
Si -0.930 0.502 3.392
Si 3.748 -1.990 2.241
Si 0.075 -4.476 5.298
C -1.910 0.993 -1.782
C 0.343 2.026 1.327
C 6.139 0.624 4.470
C 1.030 -3.369 6.463
C 6.751 1.421 3.498
C 4.690 -3.560 1.953
C -0.015 -3.882 3.483
C 3.824 3.896 -3.066
C 1.382 2.741 0.735
C 2.636 2.809 1.348
C 0.516 1.428 2.578
C -4.179 -5.078 7.271
C -1.184 -0.235 -1.701
C 0.208 -0.258 -1.359
C -2.713 -5.153 5.339
C -3.190 -1.367 -2.502
C -5.246 -0.098 -3.225
C 2.970 -1.493 0.640
C 4.960 -0.621 2.737
C -1.899 -1.425 -1.995
C 5.258 -0.397 4.090
C 3.375 1.655 -2.034
C 2.901 2.778 -2.725
C 0.721 1.726 -2.838
C 1.122 0.673 -1.949
C -3.983 -5.345 5.910
C -3.113 -4.640 8.066
C 1.763 1.530 3.210
C -0.236 -1.009 4.238
C -1.641 -4.671 6.110
C 2.808 2.218 2.598
C 6.450 1.218 2.148
C -3.193 1.037 -2.306
C 0.829 -6.169 5.424
C 1.570 2.772 -3.161
C 2.442 -2.161 3.555
C 5.556 0.205 1.771
C -2.192 -0.021 2.121
C -1.847 -4.451 7.487
C -3.855 -0.143 -2.661
C 2.527 0.615 -1.710
C -1.686 1.634 4.655
H 1.087 -3.860 7.447
H 5.388 -3.442 1.114
H 3.464 3.314 0.858
H -1.059 -3.925 3.132
H 1.214 3.244 -0.218
H 2.234 -2.228 0.293
H 2.479 -0.516 0.732
H 2.604 -1.362 4.301
H -3.693 1.996 -2.471
H -0.289 1.736 -3.261
H -5.167 -5.211 7.709
H -2.671 0.834 1.626
H -1.401 -2.381 -1.845
H 4.504 3.629 -3.883
H 1.201 3.611 -3.750
H 3.260 4.779 -3.385
H 0.614 -1.119 -0.828
H 7.458 2.195 3.792
H 4.431 1.618 -1.736
H 0.232 -6.892 4.854
H -1.751 -0.653 1.342
H -5.360 -0.777 -4.080
H 0.401 -1.636 1.550
H 6.902 1.848 1.378
H -1.063 -1.555 4.725
H 1.858 -6.174 5.045
H 3.992 -4.374 1.715
H -1.438 1.926 -1.469
H -3.259 -4.442 9.133
H -2.492 1.112 5.187
H 1.932 1.057 4.183
H 0.461 -0.709 5.042
H -3.707 -2.285 -2.799
H -5.992 -0.395 -2.475
H 0.549 -2.394 6.598
H -5.497 0.913 -3.571
H -2.103 2.537 4.188
H 2.940 -0.285 -1.278
H 0.839 -6.474 6.480
H 4.451 4.170 -2.212
H 3.771 2.279 3.103
H -0.606 1.914 0.792
H 2.656 -3.115 4.069
H 6.340 0.789 5.530
H 4.791 -1.023 4.855
H -1.014 -4.137 8.124
H 5.319 0.074 0.712
H 2.057 -3.206 6.120
H 5.263 -3.823 2.850
H -2.985 -0.597 2.620
H 3.757 -1.444 -0.124
H -4.808 -5.698 5.281
H -0.930 1.947 5.387
H -2.556 -5.391 4.282
H 0.548 -4.603 2.864
*
```


[2]
Here is a molecular structure, C28H37Ge2N4O3PSSeW in a non-equilibrium geometry from the OMol25 dataset. Energies are from wB97M-V/def2-TZVPD.

Computed properties:
HOMO-LUMO gap (spin up / spin down): 5.9 / 5.9 eV
E_LUMO (spin up / spin down): -0.3585 / -0.3612 hartree
ΔE to the lowest compared entry with this formula, charge and spin: 25.05 kcal/mol

ORCA input file:
```
! RIJCOSX wB97M-V def2-TZVPD def2/J DEFGRID3
* xyz 3 2
W -1.333 0.014 1.031
Se -3.392 0.424 0.382
Ge 1.604 -3.713 2.532
Ge 0.138 -2.445 0.976
S -0.288 1.670 2.685
P -0.435 1.008 -2.023
O -1.533 0.951 3.099
O -0.358 0.197 -0.673
O -0.602 2.236 1.338
N 1.642 5.426 6.601
N 1.773 -0.765 0.727
N 0.499 0.300 2.239
N 2.520 1.333 1.578
C 0.287 2.753 3.807
C -1.604 -1.903 2.088
C 0.995 3.895 3.376
C 3.640 1.186 0.862
C 0.321 -4.415 -1.059
C -1.312 -1.797 3.479
C 2.169 -2.556 3.991
C 3.123 -4.287 1.442
C -3.852 -2.660 2.678
C 1.211 4.551 5.694
C -1.862 -3.574 -2.563
C 1.441 4.779 4.311
C 1.660 0.341 1.493
C -1.175 -4.734 -2.909
C 0.058 2.490 5.177
C -0.358 -3.251 -0.697
C 3.883 0.072 0.066
C -0.754 2.726 -1.704
C -0.086 -5.154 -2.159
C 1.145 0.810 -2.811
C -2.895 -2.390 1.718
C 0.370 -5.135 3.035
C -2.259 -2.117 4.420
C -1.699 0.343 -3.081
C 2.895 -0.892 0.014
C -3.534 -2.523 4.023
C 0.513 3.382 6.101
C -1.452 -2.836 -1.467
H 4.802 -0.032 -0.492
H 4.050 -3.944 1.900
H -0.494 1.614 5.487
H 0.329 3.210 7.153
H 3.079 -3.904 0.424
H 2.125 6.267 6.332
H 2.990 -1.780 -0.601
H 1.420 -0.246 -2.799
H -2.721 -3.260 -3.143
H -1.999 -1.941 -1.190
H 0.378 -5.915 2.275
H 1.969 5.671 4.001
H -1.485 -0.702 -3.303
H 0.019 3.123 -1.047
H -2.015 -2.049 5.472
H -1.496 -5.313 -3.764
H -1.727 2.843 -1.226
H 4.358 1.994 0.935
H 3.052 -3.018 4.435
H 2.451 -1.566 3.630
H 0.692 -5.571 3.981
H -0.647 -4.764 3.162
H 1.080 1.150 -3.846
H -2.681 0.436 -2.617
H -1.703 0.912 -4.014
H -4.281 -2.755 4.772
H 1.902 1.396 -2.288
H -0.335 -1.455 3.790
H 3.145 -5.376 1.399
H 1.413 -2.467 4.768
H -4.833 -3.003 2.379
H 1.477 5.285 7.583
H -3.112 -2.610 0.681
H 0.440 -6.059 -2.430
H -0.751 3.276 -2.647
H 1.171 -4.752 -0.475
H 1.170 4.072 2.324
*
```


[3]
Here is a molecular structure, C33H26N4OPdSSi from the OMol25 dataset. Energies are from wB97M-V/def2-TZVPD.

Computed properties:
HOMO-LUMO gap (spin up / spin down): 7.7 / 7.1 eV
E_LUMO (spin up / spin down): -0.1250 / -0.1429 hartree
ΔE to the lowest compared entry with this formula, charge and spin: 6.08 kcal/mol

ORCA input file:
```
! RIJCOSX wB97M-V def2-TZVPD def2/J DEFGRID3
* xyz 1 2
Pd 0.078 0.063 1.144
S 2.327 -0.065 0.762
Si -0.261 -2.046 0.261
O 0.622 -0.424 3.118
N -1.003 1.856 0.210
N 0.882 8.329 -5.588
N 1.900 -0.153 3.403
N -1.089 3.576 -1.166
C -2.289 2.342 0.195
C -2.018 -1.753 0.777
C -4.668 -1.433 1.592
C 2.225 -0.107 4.716
C -2.491 -2.382 1.940
C 1.390 -3.440 2.228
C 0.394 -1.984 -4.345
C 4.491 0.311 4.125
C -1.022 -2.285 -2.430
C -1.581 5.527 -2.541
C -1.180 6.495 -3.442
C 0.796 -5.882 1.036
C 0.549 7.525 -4.839
C 4.138 0.260 2.800
C 1.453 -1.663 -3.506
C -2.358 3.405 -0.644
C 1.276 -1.656 -2.132
C -0.672 4.575 -2.094
C -3.806 -2.226 2.341
C 3.512 0.126 5.106
C -0.315 2.613 -0.615
C 1.915 -4.615 2.745
C -0.844 -2.303 -3.805
C 2.810 0.026 2.423
C 0.640 4.597 -2.554
C 1.040 5.566 -3.454
C 0.564 -3.469 1.107
C 0.279 -4.707 0.515
C -2.897 -0.944 0.045
C -4.214 -0.791 0.447
C 0.033 -1.957 -1.569
C 0.132 6.521 -3.903
C 1.618 -5.834 2.153
H -1.887 7.236 -3.788
H 1.365 3.867 -2.226
H 2.124 -1.435 -1.497
H 0.565 -6.830 0.568
H 2.030 -6.748 2.561
H -3.068 1.910 0.798
H -1.822 -3.006 2.520
H -1.668 -2.567 -4.454
H -2.603 5.531 -2.196
H -2.551 -0.448 -0.855
H 1.389 -0.266 5.380
H 0.536 -1.996 -5.417
H 5.518 0.497 4.407
H -4.165 -2.725 3.231
H -1.996 -2.536 -2.026
H 2.558 -4.579 3.615
H 2.423 -1.428 -3.924
H -5.698 -1.318 1.901
H -4.890 -0.177 -0.135
H 4.866 0.401 2.015
H -0.348 -4.761 -0.370
H 2.060 5.583 -3.811
H -3.184 4.039 -0.899
H 1.610 -2.495 2.701
H 0.734 2.494 -0.820
H 3.747 0.165 6.159
*
```


[4]
Here is a molecular structure, C35H28CrN6O5S from the OMol25 dataset. Energies are from wB97M-V/def2-TZVPD.

Computed properties:
HOMO-LUMO gap (spin up / spin down): 7.0 / 6.9 eV
E_LUMO (spin up / spin down): 0.0652 / 0.0609 hartree
ΔE to the lowest compared entry with this formula, charge and spin: 2.21 kcal/mol

ORCA input file:
```
! RIJCOSX wB97M-V def2-TZVPD def2/J DEFGRID3
* xyz -1 4
Cr -0.086 0.956 -0.369
S 0.309 -2.093 2.047
O 1.251 -1.220 2.716
O 0.716 2.733 -0.162
O 1.914 0.577 0.566
O -0.879 -2.502 2.756
O 2.225 4.119 0.730
N -0.732 1.253 1.630
N -1.228 -0.832 -1.102
N 0.034 -1.419 0.643
N -1.662 1.924 -1.221
N -3.254 4.134 3.697
N 0.455 2.669 5.750
C -2.178 3.461 -2.975
C 1.812 3.002 0.479
C 3.018 1.817 2.345
C 0.215 2.228 -4.362
C 3.430 -7.138 0.734
C -0.853 1.906 2.577
C -3.239 3.943 -2.285
C -0.246 2.674 4.832
C -2.827 2.287 -0.576
C -2.296 3.486 3.705
C -1.114 2.686 3.701
C -2.804 -2.222 -2.214
C 1.753 0.490 -2.829
C 2.656 1.780 0.872
C 1.468 -5.961 1.791
C 3.125 -4.629 0.689
C -4.379 2.007 1.245
C -5.100 3.149 0.828
C -2.604 -3.206 -1.239
C -0.154 1.916 -3.054
C 1.356 1.658 -4.905
C -4.730 3.797 -0.313
C 2.411 -3.478 0.982
C 2.663 -5.885 1.086
C -3.275 1.580 0.563
C -0.974 -1.797 -0.188
C 0.740 -4.815 2.093
C 1.214 -3.580 1.685
C 2.123 0.785 -4.136
C -3.605 3.362 -1.051
C 0.608 1.049 -2.266
C -1.370 2.451 -2.402
C 3.890 1.783 -0.013
C -2.096 -1.053 -2.091
C -1.703 -3.009 -0.223
H -5.284 4.659 -0.669
H 3.016 0.339 -4.561
H 1.648 1.891 -5.921
H 4.446 2.706 0.148
H 3.386 -7.868 1.543
H -3.498 -2.360 -3.032
H -4.696 1.463 2.125
H 3.603 1.724 -1.064
H 2.369 -0.181 -2.237
H 4.060 -4.556 0.142
H -2.224 -0.237 -2.798
H -3.831 4.762 -2.680
H 3.831 1.117 2.562
H 4.478 -6.915 0.531
H -1.543 -3.750 0.546
H -3.164 -4.133 -1.287
H 1.102 -6.933 2.113
H 1.660 0.125 1.390
H 4.523 0.926 0.232
H -0.377 2.911 -4.962
H -0.188 -4.864 2.652
H 2.766 -2.501 0.668
H 3.014 -7.610 -0.159
H -2.736 0.706 0.899
H -1.912 3.871 -3.939
H -5.938 3.506 1.413
H 3.329 2.827 2.602
H 2.163 1.550 2.974
*
```


[5]
Here is a single C3H6OSi molecule in a non-equilibrium geometry from the OMol25 dataset. Energies are from wB97M-V/def2-TZVPD.

Computed properties:
HOMO-LUMO gap: 9.6 eV
E_LUMO: 0.0301 hartree
ΔE to the lowest compared entry with this formula, charge and spin: 60.84 kcal/mol
SMILES: [SiH3]OC1=CC1

ORCA input file:
```
! RIJCOSX wB97M-V def2-TZVPD def2/J DEFGRID3
* xyz 0 1
Si -1.032 -0.286 1.890
O -0.012 0.004 0.731
C 0.298 0.103 -0.506
C 1.493 0.260 -1.377
C 0.022 -0.012 -1.758
H 2.266 -0.396 -1.301
H -0.565 0.029 -2.654
H -1.254 1.214 2.262
H 1.836 1.219 -1.469
H -2.426 -0.735 1.371
H -0.626 -1.401 2.810
*
```


[6]
Here is 3 unconnected molecules or ions with the total composition C8H14O10S2 in a non-equilibrium geometry from the OMol25 dataset. Energies are from wB97M-V/def2-TZVPD.

Computed properties:
HOMO-LUMO gap: 10.5 eV
E_LUMO: 0.0054 hartree
ΔE to the lowest compared entry with this formula, charge and spin: 0.00 kcal/mol
SMILES: O=S1(=O)OCCO1.O=S1(=O)OCCO1.O=C1CCCO1

ORCA input file:
```
! RIJCOSX wB97M-V def2-TZVPD def2/J DEFGRID3
* xyz 0 1
S 1.746 -1.131 4.980
S -2.383 -0.050 2.188
O 3.116 -1.863 5.430
O 0.688 -2.085 4.829
O -1.132 0.909 1.871
O -0.744 2.422 -7.228
O -3.583 0.742 2.209
O 1.434 0.044 5.744
O 2.285 -0.675 3.502
O -2.272 -0.848 0.752
O -0.342 1.058 -5.525
O -2.074 -0.948 3.244
C -2.537 0.692 -4.694
C -1.126 1.905 -6.216
C -1.032 0.453 -4.438
C -0.141 0.111 1.172
C -2.535 1.929 -5.607
C 4.177 -1.586 4.528
C 3.681 -0.495 3.595
C -0.952 -0.726 0.191
H 0.594 0.833 0.835
H -2.976 -0.208 -5.114
H -1.016 -0.172 -0.745
H 0.301 -0.493 1.967
H -0.633 -1.762 0.126
H 4.228 -0.557 2.652
H 4.552 -2.523 4.102
H -0.766 -0.605 -4.451
H -3.047 0.900 -3.754
H -2.722 2.909 -5.178
H -3.176 1.782 -6.475
H 3.937 0.503 3.958
H -0.656 0.809 -3.476
H 5.106 -1.278 5.027
*
```